Molecular formula: C2H3ClSi
Method: DFT, ωB97M-V/def2-TZVPD

Structure (XYZ):
```
7
Properties=species:S:1:pos:R:3
C -0.100 -0.905 1.443
C -1.345 -1.710 -0.652
Si -0.541 -0.077 -0.081
Cl -2.813 -2.202 -0.132
H -1.568 1.048 0.142
H -0.366 0.201 -1.626
H 0.672 -1.658 1.404
```

HOMO energy (alpha / beta) = -9.054 / -8.656 eV
energy relative to the best compared isomer or geometry (same formula, charge and spin) = 768.51 kJ/mol
LUMO level (alpha / beta) = -0.073 / -0.069 Ha
total charge = 0
energy = -22513.880 eV

How is the electron density shared among the atoms? According to Mulliken, the charges in e are: -0.493, -0.034, 0.409, 0.007, -0.089, -0.069, 0.270

***

Molecular formula: C7H16N
Method: DFT, ωB97M-V/def2-TZVPD

Structure (XYZ):
```
24
Properties=species:S:1:pos:R:3
C 2.703 -0.663 -0.898
C 1.343 -1.312 -0.605
C 0.230 -0.430 -0.959
C -1.782 0.727 -0.715
C -0.945 -0.276 -0.256
C -1.362 -1.150 0.896
C -3.096 1.052 -0.173
N 1.545 1.614 1.646
H 3.169 -0.227 -0.019
H 3.407 -1.395 -1.262
H 1.221 -1.532 0.454
H 1.265 -2.276 -1.109
H 0.333 0.228 -1.828
H 1.328 1.269 0.726
H -1.392 1.275 -1.566
H -1.589 -0.560 1.788
H -0.626 -1.889 1.216
H -2.292 -1.660 0.656
H -3.777 0.212 -0.319
H -2.973 1.110 0.920
H -3.435 2.026 -0.513
H 2.382 1.150 1.986
H 1.726 2.607 1.613
H 2.619 0.099 -1.679
```

HOMO energy = -13.328 eV
energy relative to the best compared isomer or geometry (same formula, charge and spin) = 178.05 kJ/mol
LUMO level = -0.227 Ha
total charge = +1
energy = -9000.460 eV

How is the electron density shared among the atoms? According to Mulliken, the charges in e are: -1.302, -0.288, -0.312, -0.001, 0.960, -1.543, -1.168, -0.649, 0.331, 0.359, 0.250, 0.437, 0.316, 0.217, 0.367, 0.408, 0.355, 0.372, 0.365, 0.352, 0.347, 0.254, 0.241, 0.330

***

Molecular formula: C19H18Br9N3O2
Method: DFT, ωB97M-V/def2-TZVPD

Structure (XYZ):
```
51
Properties=species:S:1:pos:R:3
C 4.454 -0.763 5.264
Br 3.767 -2.495 6.040
Br 4.267 -0.712 3.321
Br 6.365 -0.559 5.799
H 3.881 0.044 5.720
C 2.134 -3.373 -3.593
Br 3.687 -2.072 -3.435
Br 1.094 -3.637 -1.914
Br 2.947 -5.149 -3.997
H 1.565 -3.247 -4.515
C -4.514 -1.435 -0.182
Br -4.256 0.537 0.180
Br -3.127 -2.254 -1.488
Br -6.180 -1.601 -1.092
H -4.571 -1.961 0.771
C 1.239 0.464 -1.724
C -0.093 0.698 -1.267
C -0.478 0.360 0.010
C 0.451 -0.212 0.971
C 1.733 -0.423 0.469
C 2.079 -0.194 -0.864
N -0.038 -0.706 2.261
O 0.886 -0.762 3.098
O -1.218 -0.927 2.533
H 1.611 0.765 -2.693
H -0.900 1.076 -1.877
H -1.489 0.555 0.337
H 2.387 -0.906 1.180
H 3.085 -0.533 -1.062
N -1.574 1.970 6.446
C -2.541 2.826 6.713
C -3.615 3.157 5.894
C -3.596 2.607 4.637
C -2.524 1.806 4.218
C -1.518 1.482 5.153
H -2.543 3.257 7.703
H -4.339 3.877 6.247
H -4.311 2.859 3.868
H -2.261 1.684 3.178
H -0.569 1.081 4.827
N 0.562 -0.894 -7.193
C -0.154 -0.894 -6.051
C -0.125 0.203 -5.183
C 0.921 1.098 -5.313
C 1.746 1.016 -6.451
C 1.544 -0.011 -7.386
H -0.943 -1.610 -5.877
H -0.687 0.286 -4.264
H 1.061 2.010 -4.751
H 2.501 1.787 -6.437
H 2.196 -0.174 -8.231
```

HOMO energy (alpha / beta) = -1.856 / -5.394 eV
spin multiplicity = 2
LUMO level (alpha / beta) = 0.054 / 0.054 Ha
total charge = -1
energy = -658937.387 eV

How is the electron density shared among the atoms? According to Mulliken, the charges in e are: -0.362, -0.042, 0.100, -0.088, 0.395, -0.328, -0.047, 0.038, -0.096, 0.393, -0.400, -0.041, 0.005, -0.063, 0.454, -0.232, -0.243, -0.112, -0.254, -0.432, -0.327, 0.745, -0.654, -0.721, 0.253, 0.416, 0.030, 0.242, 0.377, -0.580, -0.133, -0.414, -0.311, -0.073, -0.240, 0.327, 0.352, 0.350, 0.261, 0.449, -0.588, -0.320, -0.097, -0.115, -0.348, -0.353, 0.417, 0.230, 0.455, 0.350, 0.376

***

Molecular formula: C31H26N3O5PRuS5
Method: DFT, ωB97M-V/def2-TZVPD

Structure (XYZ):
```
72
Properties=species:S:1:pos:R:3
Ru 0.320 -0.300 0.333
S -3.622 -6.292 0.351
C -2.640 -7.696 0.228
C -1.313 -7.390 0.220
C -1.063 -6.014 0.314
C -2.214 -5.256 0.393
C -2.349 -3.835 0.473
C -1.210 -3.024 0.629
N -1.254 -1.717 0.635
C -2.446 -1.061 0.474
C -3.667 -1.798 0.394
C -4.878 -1.045 0.268
C -4.872 0.304 0.197
C -3.655 1.058 0.242
C -3.590 2.433 0.185
C -2.338 3.102 0.252
C -1.192 2.303 0.336
N -1.232 0.985 0.396
C -2.439 0.329 0.370
C -2.269 4.534 0.239
C -1.177 5.374 0.177
C -1.524 6.736 0.156
C -2.868 6.945 0.208
S -3.745 5.474 0.287
C -3.597 -3.177 0.384
H -3.100 -8.661 0.166
H -0.536 -8.128 0.146
H -0.072 -5.598 0.309
H -0.236 -3.476 0.779
H -5.809 -1.590 0.218
H -5.793 0.858 0.096
H -4.490 3.020 0.093
H -0.205 2.756 0.348
H -0.161 5.030 0.113
H -0.805 7.533 0.097
H -3.399 7.875 0.199
H -4.496 -3.766 0.280
C 4.945 -1.483 4.724
C 4.458 -1.774 3.316
O 3.034 -1.589 3.295
P 2.228 -0.771 2.217
S 0.440 -0.361 3.036
S 2.217 -1.804 0.445
O 3.118 0.556 2.090
C 2.559 1.794 1.647
C 3.372 2.928 2.243
H 5.994 -1.753 4.814
H 4.362 -2.062 5.434
H 4.818 -0.429 4.958
H 4.647 -2.815 3.043
H 4.944 -1.117 2.590
H 1.515 1.860 1.992
H 2.595 1.827 0.551
H 3.456 2.795 3.320
H 2.879 3.875 2.038
H 4.365 2.948 1.803
O 3.541 1.369 -1.566
S 2.243 1.691 -2.089
O 1.831 3.060 -1.950
N 1.095 0.701 -1.401
C 0.470 -0.046 -2.317
O -0.386 -0.882 -2.008
C 0.926 0.199 -3.699
C 0.439 -0.407 -4.848
C 1.023 -0.073 -6.059
C 2.077 0.831 -6.107
C 2.569 1.433 -4.952
C 1.970 1.106 -3.760
H -0.362 -1.126 -4.777
H 0.651 -0.518 -6.971
H 2.521 1.079 -7.057
H 3.388 2.135 -4.983
```

HOMO energy (alpha / beta) = -7.413 / -7.412 eV
LUMO level (alpha / beta) = -0.043 / -0.043 Ha
total charge = 0
energy = -113327.444 eV

How is the electron density shared among the atoms? According to Mulliken, the charges in e are: -0.108, -0.192, -0.370, -0.577, -0.430, 0.353, 0.745, -0.754, 0.243, -0.044, 0.495, -1.063, -1.163, 0.371, -0.679, 0.732, -0.326, 0.756, -0.117, 0.285, -0.448, -0.547, -0.364, -0.206, -0.668, 0.440, 0.394, 0.453, 0.319, 0.442, 0.444, 0.450, -0.113, 0.513, 0.396, 0.451, 0.455, -1.200, -0.123, -0.218, 0.971, -0.424, -0.482, -0.276, 0.784, -1.606, 0.383, 0.299, 0.279, 0.304, 0.303, 0.102, -0.388, 0.396, 0.377, 0.341, -0.626, 0.679, -0.634, 0.192, 1.006, -0.702, -0.154, -0.507, -0.588, -0.486, -0.649, 0.287, 0.524, 0.402, 0.404, 0.463

***

Molecular formula: C16H43NO11P2Si2
Method: DFT, ωB97M-V/def2-TZVPD

Structure (XYZ):
```
75
Properties=species:S:1:pos:R:3
C 9.054 2.345 -3.515
N 8.730 0.993 -4.113
C 8.583 1.100 -5.615
C 7.514 0.397 -3.440
O 7.541 0.356 -2.080
C 6.199 -0.247 -4.178
Si 4.760 0.996 -4.500
O 3.708 0.258 -5.726
O 3.719 1.272 -3.074
Si 2.406 2.299 -3.707
H 9.835 2.202 -2.638
H 8.066 2.839 -3.100
H 9.547 2.995 -4.354
H 9.617 1.540 -6.017
H 7.763 1.881 -5.969
H 8.449 0.061 -6.164
H 5.781 -1.117 -3.476
H 6.482 -0.763 -5.189
H 5.212 2.342 -4.908
H 3.402 -0.605 -5.276
H 2.052 3.399 -2.819
H 1.182 1.544 -4.001
H 2.851 2.864 -4.992
O -0.210 3.699 0.185
P -1.249 2.699 0.750
O -1.169 3.357 2.279
C -1.279 4.764 2.468
C -2.715 5.244 2.400
O -0.157 1.467 1.013
C 1.016 1.374 0.220
C 2.180 2.081 0.893
O -2.410 1.581 1.380
C -3.383 1.857 2.369
C -4.656 2.375 1.744
H -0.662 5.317 1.753
H -0.875 4.984 3.462
H -3.149 5.035 1.419
H -2.774 6.321 2.583
H -3.333 4.740 3.151
H 0.835 1.764 -0.787
H 1.257 0.312 0.106
H 1.915 3.078 1.252
H 3.029 2.171 0.209
H 2.507 1.516 1.774
H -3.017 2.512 3.155
H -3.599 0.906 2.866
H -4.461 3.203 1.059
H -5.361 2.700 2.515
H -5.137 1.585 1.154
O -5.236 -4.730 0.737
P -4.694 -3.664 1.721
O -3.731 -4.769 2.513
C -2.875 -5.641 1.779
C -1.605 -4.950 1.322
O -5.985 -3.747 2.771
C -7.266 -4.135 2.297
C -7.476 -5.629 2.471
O -4.089 -2.473 2.820
C -2.779 -2.412 3.348
C -1.867 -1.618 2.444
H -3.390 -6.087 0.924
H -2.611 -6.466 2.449
H -1.836 -4.116 0.653
H -0.952 -5.650 0.792
H -1.049 -4.547 2.175
H -7.403 -3.826 1.255
H -8.015 -3.595 2.885
H -6.627 -6.217 2.114
H -8.375 -5.959 1.944
H -7.590 -5.873 3.534
H -2.369 -3.392 3.583
H -2.855 -1.896 4.310
H -1.922 -1.966 1.410
H -0.831 -1.675 2.791
H -2.167 -0.563 2.437
```

HOMO energy = -9.604 eV
LUMO level = -0.069 Ha
total charge = 0
energy = -75632.085 eV

How is the electron density shared among the atoms? According to Mulliken, the charges in e are: -0.684, 0.017, -0.874, 0.204, -0.574, -0.520, 0.441, -0.544, -0.158, 0.628, 0.236, 0.214, 0.338, 0.356, 0.258, 0.279, 0.343, 0.360, -0.144, 0.317, -0.154, -0.147, -0.161, -0.741, 0.950, -0.370, -0.323, -0.945, -0.256, -0.255, -1.042, -0.330, 0.332, -1.435, 0.305, 0.308, 0.181, 0.414, 0.241, 0.211, 0.349, 0.245, 0.325, 0.300, 0.202, 0.201, 0.300, 0.364, 0.388, -0.730, 1.003, -0.403, -0.339, -0.941, -0.316, -0.306, -1.019, -0.306, -0.246, -0.247, 0.316, 0.311, 0.196, 0.419, 0.238, 0.325, 0.341, 0.263, 0.345, 0.288, 0.315, 0.367, 0.107, 0.390, -0.318

***

Molecular formula: C14H30BaF12NO10PS2
Method: DFT, ωB97M-V/def2-TZVPD

Structure (XYZ):
```
71
Properties=species:S:1:pos:R:3
Ba 0.079 0.147 0.084
P 0.650 -1.768 3.787
F 0.437 -0.743 2.586
F 0.561 -3.080 2.804
F 2.265 -1.537 3.614
F 0.984 -2.780 5.051
F 0.702 -0.457 4.755
F -0.944 -1.957 4.083
C -2.509 3.914 -0.570
F -3.013 3.249 -1.632
F -2.705 5.235 -0.624
F -3.009 3.369 0.543
S -0.551 3.556 -0.536
O 0.107 4.857 -0.831
O -0.244 2.967 0.754
N -0.330 2.133 -1.576
S -0.016 2.835 -2.906
O -0.945 3.861 -3.272
O 1.414 3.191 -3.012
C -0.315 1.489 -4.241
F -1.617 1.247 -4.419
F 0.193 1.855 -5.394
F 0.324 0.413 -3.948
C -2.109 1.069 3.276
O -1.926 0.440 1.977
C -3.097 -0.341 1.703
C -3.619 -0.209 0.252
O -2.447 -0.395 -0.578
C -2.715 -0.141 -1.962
H -2.472 0.393 4.051
H -2.914 1.804 3.260
H -1.255 1.737 3.384
H -4.003 -0.126 2.270
H -2.795 -1.378 1.844
H -3.994 0.806 0.117
H -4.322 -1.023 0.075
H -2.669 0.940 -2.092
H -3.682 -0.521 -2.291
H -1.961 -0.633 -2.576
C -1.529 -4.097 -0.320
O -1.242 -2.927 -1.135
C -0.201 -3.011 -2.057
C 1.108 -3.362 -1.281
O 1.348 -2.339 -0.312
C 2.420 -2.548 0.568
H -2.598 -4.282 -0.216
H -1.283 -3.983 0.735
H -0.990 -4.974 -0.678
H -0.085 -2.108 -2.655
H -0.475 -3.785 -2.774
H 1.956 -3.400 -1.965
H 1.075 -4.294 -0.717
H 2.246 -3.396 1.230
H 2.555 -1.690 1.227
H 3.288 -2.758 -0.057
C 3.092 -0.280 -2.295
O 2.727 0.058 -0.992
C 3.095 1.427 -0.690
C 3.397 1.601 0.768
O 2.159 1.435 1.502
C 2.109 2.038 2.840
H 4.158 -0.089 -2.417
H 2.672 0.411 -3.026
H 2.843 -1.330 -2.446
H 2.289 2.057 -1.068
H 3.970 1.676 -1.290
H 4.041 2.461 0.953
H 3.984 0.732 1.062
H 2.248 3.119 2.850
H 2.848 1.495 3.429
H 1.237 1.726 3.415
```

HOMO energy = -10.553 eV
energy relative to the best compared isomer or geometry (same formula, charge and spin) = 331.42 kJ/mol
LUMO level = -0.001 Ha
total charge = 0
energy = -101235.998 eV

How is the electron density shared among the atoms? According to Mulliken, the charges in e are: 0.385, 1.506, -0.255, -0.387, -0.366, -0.367, -0.397, -0.351, 0.660, -0.210, -0.199, -0.211, 0.814, -0.590, -0.451, -0.241, 0.650, -0.624, -0.650, 0.571, -0.236, -0.230, -0.191, -1.081, 0.514, -0.725, -0.749, 0.414, -0.656, 0.366, 0.459, 0.066, 0.503, 0.256, 0.359, 0.348, 0.055, 0.435, -0.016, -0.900, -0.095, -0.354, -0.721, 0.666, -0.873, 0.344, 0.194, 0.427, -0.049, 0.372, 0.385, 0.352, 0.321, -0.015, 0.431, -0.764, 0.082, -0.362, -1.020, 0.273, -0.970, 0.346, 0.326, 0.033, 0.046, 0.704, 0.515, 0.316, 0.369, 0.408, 0.035